# C81H171N9O9

A 9-piece molecular cluster, C81H171N9O9 overall in a non-equilibrium geometry (ωB97M-V with the def2-TZVPD basis set, the Open Molecules 2025 dataset).

XYZ file:
```
270
Properties=species:S:1:pos:R:3:forces:R:3:mulliken_spin:R:1
C -10.319320 -12.425630 0.609380 0.67 -0.40 -0.86 0.000
C -11.186350 -11.805950 -0.495290 -1.86 1.24 -0.36 0.000
C -11.625850 -10.355150 -0.089550 0.57 0.66 1.02 0.000
C -10.587740 -9.266370 -0.318050 0.06 -0.92 -0.71 0.000
C -10.150530 -9.406300 -1.777020 0.65 1.43 -0.42 0.000
C -9.646420 -10.742490 -2.336860 0.53 0.44 2.64 0.000
N -10.588700 -11.766380 -1.840370 -0.87 1.05 -1.17 0.000
O -10.120210 -13.012980 -2.252060 0.38 -0.93 0.34 0.000
C -9.516460 -10.557360 -3.833850 0.27 -1.10 -0.68 0.000
C -8.218860 -10.995590 -1.730530 0.09 0.47 -0.46 0.000
C -12.589500 -12.507630 -0.597710 0.36 -0.47 0.53 0.000
H -10.214690 -13.507180 0.523330 -0.51 -0.15 -0.15 0.000
H -10.666960 -12.211730 1.620070 0.10 0.26 -0.09 0.000
H -9.291960 -12.125420 0.403210 0.07 0.51 0.64 0.000
H -12.546490 -9.918860 -0.477080 -0.22 -0.86 -0.97 0.000
H -11.898940 -10.413100 0.964090 0.23 -0.13 0.36 0.000
H -9.753450 -9.348430 0.378610 0.19 -0.03 -0.04 0.000
H -11.032460 -8.277510 -0.206360 0.01 0.01 0.20 0.000
H -9.369550 -8.671260 -1.971690 0.54 -0.02 0.11 0.000
H -10.897180 -8.994020 -2.455740 -0.74 -0.41 0.17 0.000
H -9.371100 -11.541400 -4.279540 -0.50 -0.09 -0.29 0.000
H -10.300680 -9.979060 -4.322400 -0.31 -0.37 0.15 0.000
H -8.578630 -10.073660 -4.106980 -0.01 0.36 0.45 0.000
H -8.133010 -10.409880 -0.815290 0.18 -0.21 0.16 0.000
H -7.915730 -12.026790 -1.549320 -0.51 -0.09 0.01 0.000
H -7.478090 -10.612660 -2.432470 0.12 0.16 0.14 0.000
H -12.547450 -13.546100 -0.269210 0.08 -0.26 -0.35 0.000
H -13.063720 -12.421870 -1.575390 0.36 -0.01 -0.15 0.000
H -13.300910 -12.054420 0.092650 0.12 0.16 0.18 0.000
H -10.923210 -13.513230 -2.414950 -0.11 -0.18 -0.30 0.000
C -14.098910 -12.726240 3.552000 1.02 -0.13 0.10 0.000
C -15.154350 -11.682910 3.534920 -1.52 0.42 0.08 -0.001
C -15.791380 -11.568700 2.099400 1.27 0.49 0.60 0.000
C -17.023940 -10.762330 2.079620 -1.19 1.54 0.62 0.000
C -18.090510 -11.353100 2.988810 0.65 -1.06 -0.93 0.000
C -17.604420 -11.547250 4.476280 -0.95 -1.45 -0.23 0.000
N -16.236400 -12.190690 4.478890 -0.94 0.49 -2.77 0.000
O -15.814990 -12.628330 5.739080 -0.09 0.93 -0.27 0.000
C -17.710920 -10.181480 5.145010 0.20 0.28 0.27 0.000
C -18.584250 -12.639460 5.114720 1.20 0.21 0.24 0.000
C -14.572310 -10.273720 3.903660 -0.42 -0.45 1.46 0.007
H -14.526490 -13.726890 3.488890 0.08 0.07 0.05 0.000
H -13.534950 -12.596930 4.475760 0.11 -0.45 0.10 0.000
H -13.393880 -12.573320 2.734910 0.02 -0.02 -0.15 0.000
H -15.056670 -10.959940 1.572410 0.37 -0.45 -0.47 0.000
H -15.972200 -12.508180 1.577120 0.36 -0.28 0.33 0.000
H -17.385370 -10.521630 1.079850 -0.22 -0.76 -0.28 0.000
H -16.828640 -9.736010 2.390450 0.31 0.21 0.44 0.000
H -18.307920 -12.323670 2.542910 0.18 -0.56 0.36 0.000
H -19.037100 -10.860730 2.766010 -0.10 0.55 1.15 0.000
H -17.133380 -10.008130 6.053030 0.18 -0.53 0.40 0.000
H -17.324130 -9.409550 4.479710 -0.41 0.14 -0.17 0.000
H -18.749250 -9.994080 5.418590 -0.01 0.20 -0.21 0.000
H -18.213510 -13.634890 4.870210 -0.07 0.08 -0.71 0.000
H -18.518340 -12.718350 6.199860 -0.13 0.70 0.21 0.000
H -19.630640 -12.550650 4.822670 0.15 0.28 -0.10 0.000
H -14.260830 -10.246410 4.947850 -0.26 -0.62 0.49 -0.005
H -15.368740 -9.529570 3.896740 0.38 0.24 -0.60 0.002
H -13.616830 -9.935860 3.502400 -0.33 -0.12 -1.18 0.001
H -15.843630 -11.798640 6.221140 0.27 0.14 0.91 0.000
C -12.535820 -5.984230 8.022020 0.53 -0.27 -0.60 0.080
C -13.032750 -7.270190 8.656450 -0.96 0.89 0.13 -0.036
C -14.540800 -7.390770 8.338600 -0.86 -0.76 -0.02 0.003
C -15.180650 -8.778650 8.523560 0.56 0.73 0.48 -0.014
C -14.359860 -9.754970 7.710690 -0.21 0.42 0.69 0.051
C -12.887650 -9.815930 8.171030 1.57 -1.40 -1.08 -0.024
N -12.275910 -8.395330 8.123430 0.01 -1.16 2.11 0.658
O -10.912750 -8.284030 8.325070 -2.62 -0.17 0.76 0.097
C -12.770370 -10.415830 9.632840 -0.62 0.63 -0.70 0.075
C -12.021570 -10.722540 7.181520 -0.45 1.34 1.25 0.041
C -12.816650 -7.042120 10.176100 0.84 -1.31 0.71 0.088
H -13.082790 -5.184580 8.521490 0.39 0.21 -0.23 -0.002
H -12.709200 -5.968680 6.946010 -0.25 0.10 0.03 -0.014
H -11.454080 -5.960250 8.153830 -0.11 0.60 0.27 -0.002
H -15.082090 -6.693890 8.978490 0.23 0.26 -0.12 -0.003
H -14.748760 -7.118050 7.303960 0.31 0.30 -0.11 -0.001
H -16.212050 -8.793990 8.171320 0.02 0.23 -0.06 -0.001
H -15.227480 -8.996110 9.590620 0.05 -0.35 0.02 0.001
H -14.469460 -9.404050 6.684560 0.43 -0.25 -0.16 -0.027
H -14.849640 -10.725300 7.792390 0.57 -0.32 -0.10 0.001
H -13.389150 -9.762250 10.247690 0.07 -0.64 0.36 -0.001
H -13.171160 -11.426950 9.561350 -0.51 0.14 -0.06 0.003
H -11.805700 -10.598160 10.106420 0.34 0.74 -0.54 0.000
H -11.930530 -10.187670 6.236150 0.03 -0.36 -0.18 -0.013
H -11.043810 -10.833450 7.650340 0.11 -0.09 -0.27 0.004
H -12.460740 -11.714150 7.072250 -0.19 0.23 -0.09 -0.002
H -13.559760 -6.347190 10.567220 0.18 0.02 -0.22 0.004
H -11.799040 -6.731980 10.413560 -0.04 0.63 -0.43 -0.002
H -12.836910 -7.953270 10.774010 -0.65 -0.13 -0.13 0.003
H -10.600410 -8.329890 7.418460 1.24 -0.08 -1.81 0.035
C -15.662580 -4.082220 -6.185950 0.02 0.95 0.15 0.000
C -14.074110 -4.000070 -6.391270 -2.51 -0.82 -1.78 0.000
C -13.375470 -2.963290 -5.459580 -0.33 -0.36 1.04 0.000
C -13.099510 -3.467020 -4.013870 0.14 -1.45 -0.71 0.000
C -12.367610 -4.825050 -4.161620 1.21 1.08 0.22 0.000
C -13.073150 -5.894890 -4.969250 1.61 -0.41 -0.38 0.000
N -13.463760 -5.355620 -6.288600 1.73 0.97 1.25 0.000
O -13.897220 -6.385540 -7.149180 -1.00 0.74 0.25 0.000
C -11.956790 -7.017180 -5.289590 -1.66 -0.24 0.83 0.000
C -14.195300 -6.392680 -4.095080 -0.27 -2.13 -0.84 0.000
C -13.815270 -3.535100 -7.906130 0.56 0.21 1.15 0.000
H -16.155640 -3.139580 -6.423480 0.39 0.41 -0.58 0.000
H -16.093300 -4.187350 -5.190200 0.80 -0.56 0.55 0.000
H -16.193790 -4.811450 -6.797620 0.60 -0.28 -0.19 0.000
H -12.462850 -2.651210 -5.967360 0.20 -0.06 0.27 0.000
H -13.977760 -2.070680 -5.290490 -0.34 0.02 -0.80 0.000
H -14.009840 -3.597230 -3.428680 -0.56 -0.30 -0.45 0.000
H -12.602280 -2.772830 -3.336400 0.72 0.22 -0.62 0.000
H -12.035300 -5.231290 -3.206300 -0.53 -0.23 0.30 0.000
H -11.398690 -4.694390 -4.643510 0.10 0.65 -0.32 0.000
H -11.078350 -6.682530 -5.841360 -0.39 0.34 -0.22 0.000
H -11.574980 -7.532990 -4.408530 -0.01 0.49 0.57 0.000
H -12.466640 -7.846280 -5.780260 0.13 0.15 -0.56 0.000
H -14.691380 -7.204770 -4.626600 -0.99 0.51 -0.71 0.000
H -13.835520 -7.092580 -3.340900 0.48 0.88 0.96 0.000
H -14.872310 -5.607170 -3.759320 0.08 -0.39 0.11 0.000
H -14.201030 -4.132800 -8.731990 -0.10 -0.53 0.53 0.000
H -12.726700 -3.501950 -7.951020 0.12 -0.16 -0.41 0.000
H -14.134740 -2.522380 -8.151990 -0.28 0.16 0.56 0.000
H -13.180810 -6.480330 -7.781130 0.14 0.07 -0.10 0.000
C -14.605100 3.220470 3.346880 0.63 -0.09 0.76 0.000
C -15.397990 2.545180 4.501500 -1.20 1.25 -0.99 0.000
C -16.816950 2.210910 3.909440 0.78 0.24 -0.49 0.000
C -16.901190 0.966020 3.026800 0.06 0.32 1.09 0.000
C -16.159620 -0.147950 3.678610 1.27 -1.62 -0.87 0.000
C -14.706480 0.147120 4.190060 0.47 -0.96 0.39 0.000
N -14.782500 1.328350 5.067740 -3.78 0.01 -2.59 0.000
O -13.732030 1.625730 5.856560 1.71 -0.30 1.21 0.000
C -14.367270 -1.103900 5.054120 0.39 0.75 0.10 0.000
C -13.598250 0.228740 3.039910 -1.62 0.54 -0.18 0.000
C -15.661020 3.594400 5.631970 0.23 -1.38 0.53 0.000
H -13.546200 3.163330 3.598990 0.22 -0.28 -0.34 0.000
H -14.764960 4.296350 3.275930 -0.54 -0.03 0.06 0.000
H -14.827760 2.765780 2.381600 0.27 0.02 0.04 0.000
H -17.541160 2.183320 4.723600 -0.11 -0.10 -0.08 0.000
H -17.048650 3.004220 3.198750 -0.28 0.60 0.58 0.000
H -16.465690 1.111250 2.038190 -0.16 0.35 -0.07 0.000
H -17.956980 0.711880 2.932930 0.01 -0.09 -0.34 0.000
H -16.040850 -0.919070 2.917450 0.41 -0.20 -0.45 0.000
H -16.712700 -0.777920 4.375270 -0.19 0.86 0.78 0.000
H -14.111140 -1.927120 4.387190 -0.01 -0.03 0.16 0.000
H -13.522930 -0.881430 5.706570 0.30 -0.12 -0.19 0.000
H -15.173970 -1.402820 5.723440 -0.23 0.08 -0.16 0.000
H -14.034000 0.760600 2.194130 0.02 0.40 0.03 0.000
H -12.705350 0.782570 3.329900 -0.02 -0.29 0.23 0.000
H -13.366460 -0.722620 2.561050 0.20 -0.33 0.63 0.000
H -16.161780 3.014160 6.406990 -0.11 0.02 0.33 0.000
H -16.347040 4.413960 5.417960 0.23 -0.08 -0.64 0.000
H -14.750350 3.970220 6.098390 0.06 0.13 -0.32 0.000
H -14.149690 1.320720 6.665350 0.97 0.33 0.79 0.000
C -20.626190 -7.843700 -5.090340 0.44 0.40 0.79 0.000
C -20.153910 -8.719710 -3.915660 -0.07 -2.18 0.00 0.000
C -19.118100 -9.773170 -4.395450 0.21 1.00 -2.09 0.000
C -17.694260 -9.262090 -4.604000 -0.24 -0.51 0.87 0.000
C -17.254390 -8.810960 -3.209270 0.51 0.47 -0.50 0.000
C -18.162650 -7.670460 -2.619780 0.33 -0.18 -0.26 0.000
N -19.587320 -8.074650 -2.738830 1.33 -1.54 -0.20 0.000
O -20.434130 -7.232140 -2.066180 -0.79 1.60 -0.21 0.000
C -17.891090 -7.452800 -1.122960 0.49 -0.30 0.13 0.000
C -17.744860 -6.342260 -3.382870 -1.14 -0.63 0.52 0.000
C -21.348860 -9.634200 -3.472280 0.05 0.81 0.96 0.000
H -19.810860 -7.266370 -5.526250 0.10 0.09 0.09 0.000
H -21.350890 -7.156280 -4.654030 -0.17 0.15 -0.40 0.000
H -21.061180 -8.431540 -5.898630 -0.17 -0.06 0.23 0.000
H -19.035010 -10.701170 -3.829750 -0.42 0.26 0.39 0.000
H -19.458800 -10.019650 -5.401070 -0.34 -0.54 0.00 0.000
H -17.512470 -8.553690 -5.412210 -0.55 0.51 0.21 0.000
H -17.127830 -10.125060 -4.954060 0.35 -0.12 0.32 0.000
H -16.227690 -8.454490 -3.292360 0.09 0.46 0.31 0.000
H -17.154980 -9.712780 -2.605170 -0.55 0.07 0.46 0.000
H -18.205840 -8.253300 -0.453470 -0.85 -0.14 -0.26 0.000
H -16.828220 -7.482360 -0.883090 0.36 0.60 -0.51 0.000
H -18.321830 -6.496730 -0.825470 0.08 -0.10 0.26 0.000
H -17.249730 -6.653560 -4.302680 0.17 0.66 0.07 0.000
H -18.610570 -5.716180 -3.598960 -0.31 -0.29 -0.30 0.000
H -17.181010 -5.677230 -2.728720 0.70 -0.35 -0.18 0.000
H -21.819200 -10.191090 -4.282680 0.19 0.15 -0.09 0.000
H -22.114100 -9.073390 -2.935620 -0.30 0.39 -0.43 0.000
H -21.030690 -10.322530 -2.689290 0.40 -0.29 -0.24 0.000
H -20.846100 -7.714630 -1.345710 0.15 -0.40 0.12 0.000
C -13.633600 -6.228730 0.013750 0.83 0.64 0.80 0.000
C -12.993430 -5.336370 1.146220 0.02 1.26 -1.07 0.000
C -13.550360 -3.885880 1.112110 -2.24 -0.67 -0.14 0.000
C -15.034620 -3.866370 1.577010 -0.44 -0.24 1.07 0.000
C -15.205760 -4.478900 2.979720 1.73 0.05 -0.31 0.000
C -14.603780 -5.915930 3.074450 1.51 1.03 0.77 0.000
N -13.216720 -5.870440 2.472150 -0.87 1.74 0.35 0.000
O -12.501950 -7.065680 2.547520 -0.26 -1.45 0.50 -0.001
C -14.357090 -6.277500 4.539100 -0.89 -0.41 1.07 -0.008
C -15.624890 -6.815190 2.482380 -0.06 -1.29 -1.13 0.000
C -11.448630 -5.169730 0.929290 -0.42 -1.15 -0.25 0.000
H -14.716630 -6.105860 0.007330 0.19 0.13 -0.40 0.000
H -13.422010 -7.281440 0.201210 0.11 0.00 0.10 0.000
H -13.156470 -5.956610 -0.927740 -0.41 0.02 -0.22 0.000
H -12.966380 -3.184920 1.708540 0.15 -0.19 0.08 0.000
H -13.630470 -3.519730 0.088580 0.70 -0.04 -0.18 0.000
H -15.746290 -4.354650 0.911270 0.33 -0.08 -0.49 0.000
H -15.436690 -2.861960 1.709670 0.28 0.32 -0.42 0.000
H -16.239030 -4.454410 3.325930 0.07 -0.16 -0.01 0.000
H -14.604230 -3.801930 3.586340 -0.09 -0.19 0.59 0.000
H -15.312230 -6.379460 5.054280 -0.48 0.51 -0.02 -0.001
H -13.982250 -7.275600 4.765780 0.60 -0.27 -0.73 0.012
H -13.778360 -5.575760 5.139700 0.16 0.31 -0.51 -0.002
H -16.471850 -6.924970 3.159650 -0.10 0.02 -0.09 0.000
H -15.954930 -6.433580 1.516180 -0.35 0.05 0.19 -0.001
H -15.210160 -7.797810 2.257560 0.00 -0.26 0.19 0.000
H -11.082970 -6.101690 0.498180 0.26 -0.01 -0.13 0.000
H -10.890660 -5.030680 1.855260 -0.20 0.28 0.23 0.000
H -11.166770 -4.366790 0.248160 -0.34 0.04 0.00 0.000
H -11.603740 -6.742410 2.649140 0.29 -0.17 0.19 0.000
C -8.388280 -6.425310 7.088740 0.19 -0.85 0.15 -0.001
C -8.498700 -6.482800 5.526300 -1.44 1.87 0.46 0.000
C -7.159370 -6.113950 4.769560 -0.01 -1.56 1.17 0.000
C -6.293010 -7.320160 4.409530 -2.20 0.29 -0.55 0.000
C -7.331410 -8.337780 3.732050 2.08 0.15 1.22 0.000
C -8.499650 -8.852750 4.597050 -0.06 0.06 0.82 0.001
N -9.258710 -7.679710 4.988770 1.48 2.43 -1.95 0.002
O -10.416000 -7.986610 5.673890 -0.37 -0.43 1.87 -0.001
C -9.402260 -9.719340 3.694760 0.47 0.60 0.58 0.000
C -8.101920 -9.596390 5.881870 1.02 -0.75 -0.93 0.000
C -9.415440 -5.251840 5.273460 -0.45 -0.22 -0.39 0.000
H -9.304530 -6.041970 7.537770 -0.29 -0.38 -0.19 -0.001
H -7.671850 -5.719520 7.509080 0.49 -0.09 -0.56 0.000
H -8.191390 -7.405060 7.523970 0.17 0.01 0.12 0.000
H -7.310270 -5.557850 3.844320 -0.39 0.38 0.42 0.000
H -6.563040 -5.628350 5.542020 -0.33 1.06 -0.43 0.000
H -5.741510 -7.556660 5.319480 -0.14 -1.08 -0.21 0.000
H -5.572770 -6.932000 3.689330 0.11 -0.54 -0.17 0.000
H -6.701040 -9.153270 3.377510 -0.52 -0.40 -0.24 0.000
H -7.800970 -7.827720 2.890950 0.24 0.05 -0.15 0.000
H -10.273060 -9.944140 4.310620 -0.21 -0.37 -0.50 0.000
H -9.648030 -9.117110 2.820100 -0.38 -0.09 0.01 0.000
H -8.895900 -10.617360 3.340850 -0.05 -0.07 0.24 0.000
H -7.767180 -10.556030 5.487970 0.24 -0.36 0.67 0.000
H -7.275430 -9.119320 6.408570 0.10 0.02 -0.17 0.000
H -8.879220 -9.765190 6.627140 -0.35 0.04 -0.38 0.001
H -9.823600 -5.281940 4.263210 0.15 0.12 -0.19 -0.001
H -8.915380 -4.295910 5.429150 0.27 -0.12 -0.04 0.000
H -10.267480 -5.241140 5.953170 -0.13 -0.13 -0.02 0.001
H -11.188020 -7.725280 5.166650 0.06 0.30 -0.62 -0.007
C -18.763320 -3.711200 2.067730 0.33 -0.82 1.18 0.000
C -20.271820 -3.787280 2.205730 -2.04 -0.06 -1.06 0.000
C -20.904880 -3.766190 0.781550 1.58 0.84 -1.02 0.000
C -21.076390 -5.075610 0.130410 -2.85 -1.96 0.15 0.000
C -22.052960 -5.936350 0.994190 1.90 -0.72 -0.52 0.000
C -21.378240 -6.208520 2.337560 -0.53 -1.23 1.77 0.000
N -20.847910 -4.960490 3.005090 -1.05 0.26 -3.48 0.000
O -20.155090 -5.258720 4.178090 -0.31 0.36 0.35 0.000
C -22.539220 -6.881050 3.232260 0.46 1.07 0.58 0.000
C -20.278290 -7.343560 2.274870 -0.54 0.65 -0.64 0.000
C -20.849530 -2.528650 2.821390 0.26 0.44 1.62 0.000
H -18.379830 -4.666760 1.710070 0.13 -0.02 -0.27 0.000
H -18.348270 -3.582330 3.067340 0.18 0.00 0.14 0.000
H -18.372790 -2.892850 1.462840 -0.44 -0.02 -0.16 0.000
H -21.734920 -3.080420 0.611710 -0.76 -0.60 0.84 0.000
H -20.219870 -3.223610 0.130040 0.72 0.16 0.17 0.000
H -20.196630 -5.700910 -0.021630 0.25 0.50 0.02 0.000
H -21.631980 -5.029560 -0.806230 0.61 0.49 -0.45 0.000
H -22.110220 -6.922760 0.533950 0.14 -0.32 -0.17 0.000
H -23.114940 -5.690900 0.986980 0.21 0.99 0.52 0.000
H -23.326580 -6.183260 3.517290 0.04 0.53 -0.42 0.000
H -23.080510 -7.707120 2.771040 0.48 -0.08 -0.44 0.000
H -22.208900 -7.225940 4.212080 0.53 -0.25 -0.09 0.000
H -20.742450 -8.216320 1.815580 -0.13 -0.28 0.41 0.000
H -19.419860 -7.165310 1.627230 0.11 0.58 -0.02 0.000
H -19.903900 -7.545310 3.278480 -0.16 -0.14 -0.09 0.000
H -20.723770 -2.571630 3.903260 0.22 0.10 0.25 0.000
H -21.924930 -2.413010 2.686310 0.10 -0.20 -0.31 0.000
H -20.342740 -1.615970 2.507920 0.02 -0.01 -0.30 0.000
H -20.903380 -4.951400 4.695010 0.63 -0.24 1.44 0.000
```
Positions in Å, forces in eV/Å.

Its frontier orbital gap (alpha / beta) is 0.2772 / 0.1180 Ha. For the energy, the calculation gives -4357.92385 Eh. As for the charge: +1. Its multiplicity is 2. As for the energy above the lowest of the compared OMol25 structures with the same formula, charge and spin: 0.9678 eV. The calculation puts the highest occupied orbital energy (alpha / beta) at -9.3 / -9.3 eV. Its LUMO energy (alpha / beta) is -1.746 / -6.077 eV.